{
  "formula": "C37H62N6O11",
  "method": "wB97M-V/def2-TZVPD",
  "symbols": ["O", "C", "O", "C", "C", "C", "H", "H", "H", "H", "H", "H", "H", "H", "C", "C", "C", "C", "N", "H", "H", "H", "H", "H", "H", "H", "C", "C", "C", "C", "N", "H", "H", "H", "H", "H", "H", "H", "C", "C", "C", "C", "N", "H", "H", "H", "H", "H", "H", "H", "C", "C", "C", "C", "N", "H", "H", "H", "H", "H", "H", "H", "C", "C", "C", "C", "N", "H", "H", "H", "H", "H", "H", "H", "C", "C", "C", "C", "N", "H", "H", "H", "H", "H", "H", "H", "C", "C", "O", "C", "O", "O", "H", "H", "H", "H", "C", "C", "O", "C", "O", "O", "H", "H", "H", "H", "C", "C", "O", "C", "O", "O", "H", "H", "H", "H"],
  "xyz": [[-24.231671, 4.050472, -10.220938], [-23.909197, 3.163508, -9.483402], [-23.917803, 3.243602, -8.022369], [-24.208994, 4.508542, -7.410331], [-24.415048, 4.248477, -5.946556], [-23.755548, 1.732499, -9.936832], [-25.112161, 4.853598, -7.913657], [-23.395537, 5.210309, -7.594494], [-25.274406, 3.658311, -5.628248], [-24.694968, 5.190765, -5.475552], [-23.569605, 3.825116, -5.404244], [-24.139537, 1.643232, -10.953045], [-24.122476, 0.993622, -9.224434], [-22.703117, 1.571345, -10.170305], [-19.060327, 8.357275, -9.156906], [-18.408464, 8.318654, -7.783896], [-18.504868, 7.007733, -7.007499], [-19.824139, 6.447308, -6.697652], [-20.824202, 5.992609, -6.431225], [-20.054593, 7.920126, -9.065001], [-18.649054, 7.773209, -9.980201], [-19.189562, 9.387428, -9.488827], [-18.944499, 9.089948, -7.230823], [-17.360981, 8.618609, -7.813800], [-17.896942, 6.974140, -6.103391], [-18.140151, 6.183094, -7.619921], [-19.910206, 2.720417, -6.836532], [-19.962102, 1.646023, -7.817031], [-18.525362, 1.241611, -8.190738], [-17.801726, 0.391092, -7.177478], [-17.228509, -0.314356, -6.502000], [-19.545544, 2.352643, -5.877436], [-20.849888, 3.219089, -6.599011], [-19.139959, 3.479429, -6.973406], [-20.498051, 2.007235, -8.694752], [-20.552367, 0.825444, -7.409203], [-17.970843, 2.172034, -8.312807], [-18.665191, 0.757909, -9.157479], [-21.999724, 10.927865, -5.543463], [-21.747258, 9.984314, -4.335737], [-21.296697, 8.571324, -4.686784], [-20.637074, 7.784560, -3.696920], [-20.112578, 7.170255, -2.857273], [-22.275004, 11.905910, -5.148799], [-22.818838, 10.544772, -6.152061], [-21.124138, 11.122396, -6.162811], [-22.695556, 9.922320, -3.801906], [-21.104264, 10.469911, -3.601668], [-20.619134, 8.668817, -5.535024], [-22.136715, 7.919043, -4.925510], [-22.434174, 5.502008, 0.573830], [-21.869505, 6.995163, 0.591258], [-21.294004, 7.231677, 2.019067], [-22.399673, 7.567624, 2.968020], [-23.287483, 7.892202, 3.696668], [-23.372312, 5.499443, 1.128803], [-21.736349, 4.809801, 1.044980], [-22.651603, 5.095754, -0.413985], [-22.662982, 7.718974, 0.405295], [-21.013587, 7.128842, -0.070281], [-20.654937, 8.114490, 2.037132], [-20.744168, 6.404065, 2.467199], [-24.043011, 6.404412, -2.508734], [-24.689986, 7.457007, -3.329371], [-26.240816, 7.478779, -3.285272], [-26.878682, 6.496220, -4.145813], [-27.341070, 5.663950, -4.820977], [-24.254836, 5.369729, -2.778275], [-24.458059, 6.389413, -1.500962], [-22.961419, 6.517387, -2.434546], [-24.373992, 7.386810, -4.370197], [-24.320678, 8.443167, -3.047923], [-26.576635, 8.492564, -3.503349], [-26.602754, 7.261548, -2.280318], [-19.140405, -1.576886, -4.023152], [-19.805862, -0.354072, -3.328910], [-19.143298, 0.137181, -2.072901], [-18.497740, -0.927439, -1.303273], [-18.021898, -1.757656, -0.702700], [-18.061004, -1.508383, -3.887868], [-19.520814, -1.593394, -5.044483], [-19.470572, -2.519705, -3.587052], [-20.806044, -0.681826, -3.045512], [-19.981307, 0.463433, -4.028202], [-19.729987, 0.846849, -1.489591], [-18.342922, 0.824417, -2.347136], [-23.451626, 0.513695, -5.736098], [-24.319920, -0.332316, -4.916944], [-24.558408, -1.461981, -5.721271], [-23.757903, -1.414866, -6.803381], [-23.652594, -2.301145, -7.728936], [-23.093033, -0.364805, -6.775822], [-22.672051, 0.968069, -5.124628], [-24.104267, 1.359213, -5.953486], [-25.311404, 0.057451, -4.686397], [-23.693683, -0.539116, -4.049104], [-21.108116, 4.118903, -3.235509], [-20.436986, 3.906275, -1.879721], [-21.449371, 3.189204, -1.253187], [-22.213127, 2.552985, -2.175775], [-22.907965, 1.562319, -1.922769], [-21.833017, 2.918004, -3.428360], [-20.490730, 4.366976, -4.098877], [-21.795117, 4.962858, -3.173332], [-20.141442, 4.833173, -1.388170], [-19.492698, 3.364697, -1.935531], [-15.283695, 6.414632, 0.169362], [-15.566863, 6.121874, 1.586363], [-16.893782, 5.522692, 1.613971], [-17.467587, 5.864901, 0.471684], [-18.659524, 5.617207, 0.196990], [-16.629768, 6.523100, -0.331282], [-14.687221, 5.572138, -0.180688], [-14.686193, 7.302387, -0.037986], [-15.699094, 7.039326, 2.159861], [-14.961627, 5.332477, 2.032038]],
  "atomic_forces_ev_per_a": [[0.684, 0.286, 0.742], [-1.788, -0.329, 2.281], [0.823, -0.689, -3.065], [-0.349, -0.672, -0.643], [-0.477, 0.546, 1.094], [0.998, 0.360, -0.410], [-0.079, 0.442, 0.283], [0.045, -0.002, 0.091], [-0.187, -0.431, -0.801], [0.437, 0.299, 0.059], [0.358, 0.193, -0.332], [-0.745, 0.022, 0.326], [0.102, 0.146, -0.195], [0.341, -0.230, 0.644], [-0.720, -0.549, -0.210], [-0.315, 0.232, 0.108], [-0.120, -1.137, -0.679], [2.082, 1.940, -0.381], [-2.360, -1.203, 0.586], [-0.337, 0.213, 0.079], [0.686, 0.026, 0.246], [0.089, 0.024, -0.051], [0.213, 0.112, 0.339], [0.041, -0.064, 0.010], [0.008, 0.272, 0.241], [0.718, 0.004, -0.307], [0.255, 1.544, 2.684], [0.014, -0.477, -0.350], [-0.558, -0.383, 0.295], [-1.806, 1.731, -2.625], [1.034, -1.141, 1.396], [-0.166, -0.488, 0.372], [-0.088, 0.016, -0.304], [-0.212, 0.293, -0.841], [0.221, -0.200, -0.324], [0.117, -0.279, -0.214], [0.224, -0.167, -0.179], [0.928, -0.462, 0.118], [0.214, -0.340, 0.684], [-0.635, 0.726, 0.397], [-0.282, 0.405, -0.941], [1.611, -0.844, 2.704], [-0.930, 0.772, -1.361], [-0.251, 0.000, 0.008], [0.080, 0.066, -0.145], [0.090, -0.385, -0.036], [-0.156, -0.085, 0.064], [0.425, -0.129, -0.235], [-0.083, -0.380, -0.235], [-0.193, 0.284, -0.790], [0.131, 1.373, -0.214], [0.423, -2.075, 1.016], [-1.249, 0.914, 0.536], [-3.103, 1.167, 2.578], [3.590, -1.383, -2.960], [-0.007, -0.127, 0.154], [0.055, 0.135, 0.010], [0.086, 0.342, -0.008], [0.164, -0.014, -0.198], [-0.301, -0.090, -0.357], [0.191, -0.033, -0.085], [0.067, -0.133, -0.459], [-0.002, -1.095, 1.204], [-0.462, 0.557, -0.996], [0.496, 0.282, 0.493], [-0.780, -1.708, -1.585], [0.802, 1.656, 1.304], [0.014, -0.025, -0.797], [0.193, 0.510, 0.345], [-0.050, 0.143, -0.010], [-0.087, -0.185, -0.209], [-0.158, 0.040, 0.379], [-0.221, -0.133, -0.302], [0.130, 0.050, 0.213], [-0.556, 0.753, 0.593], [-1.257, -1.250, -0.355], [1.385, 1.034, -0.172], [-1.609, 1.992, -0.837], [1.111, -1.802, 1.227], [0.015, -0.119, -0.752], [0.713, -0.004, -0.176], [0.029, 0.099, 0.323], [-0.274, 0.039, -0.006], [0.358, 0.128, 0.015], [-0.546, -0.698, 0.424], [0.541, -0.153, -0.276], [-1.149, 2.256, 0.675], [-0.354, -0.879, 1.856], [-0.390, -1.803, -0.615], [-1.741, -6.847, -3.284], [-0.819, 3.594, 4.165], [3.749, 4.751, -1.322], [0.752, -0.565, -0.653], [0.538, 0.204, -1.693], [0.379, 0.263, 0.372], [-0.875, -0.842, 0.569], [1.073, 1.677, -0.399], [1.019, 1.431, -1.750], [-1.548, -1.100, 0.921], [0.359, -3.846, 0.471], [1.080, 3.040, -0.731], [-1.051, -0.193, 0.763], [0.243, -0.524, 0.138], [-0.205, -0.107, 0.133], [-0.669, 0.030, 0.187], [-0.136, -0.630, -0.092], [0.187, -0.494, -0.192], [-0.707, -0.200, 2.214], [0.542, 0.099, -0.371], [-4.205, -0.785, -1.082], [3.557, 0.829, 0.811], [0.623, -0.005, -1.015], [-0.607, -0.183, -1.033], [-0.530, 0.212, 0.117], [0.590, -0.130, 0.399], [0.459, 0.664, 0.181]],
  "lowdin_charge": [0.108, -0.444, -0.081, -0.232, -0.081, 0.019, 0.121, 0.107, 0.073, 0.043, 0.062, 0.087, 0.083, 0.078, -0.143, -0.311, -0.275, -0.254, 0.183, 0.064, 0.062, 0.063, 0.080, 0.087, 0.057, 0.090, -0.157, -0.274, -0.172, -0.209, 0.146, 0.066, 0.059, 0.063, 0.103, 0.108, 0.096, 0.112, -0.118, -0.256, -0.219, -0.252, 0.194, 0.063, 0.069, 0.060, 0.082, 0.101, 0.092, 0.100, -0.081, -0.210, -0.203, -0.223, 0.104, 0.071, 0.074, 0.035, 0.097, 0.074, 0.106, 0.110, -0.113, -0.257, -0.177, -0.222, 0.149, 0.083, 0.078, 0.053, 0.097, 0.096, 0.115, 0.118, -0.103, -0.254, -0.194, -0.242, 0.146, 0.066, 0.059, 0.070, 0.100, 0.090, 0.107, 0.112, -0.116, -0.137, 0.083, -0.571, 0.050, 0.122, 0.128, 0.118, 0.146, 0.131, -0.141, -0.142, 0.031, -0.512, 0.101, 0.028, 0.110, 0.086, 0.088, 0.122, -0.157, -0.133, 0.069, -0.573, 0.076, 0.035, 0.124, 0.131, 0.131, 0.135],
  "gap_ev": [1.89, 10.75],
  "charge": -1,
  "total_energy_ev": -70833.414,
  "spin_multiplicity": 2
}